a:
Molecular formula: C4H10N2O2
Method: DFT, ωB97M-V/def2-TZVPD

The HOMO energy comes out at -9.21 eV. Its HOMO-LUMO gap is 9.26 eV. The SMILES is N/N=C\[C@@H](O)CCO.

Geometry (Å):
1 C -1.1764 0.7024 1.0586
2 C -0.9675 -0.6706 0.3781
3 C 0.4499 -1.2835 0.3432
4 C 1.5618 -0.5539 -0.4037
5 H -0.0444 2.9380 -0.8902
6 H -0.8566 1.4179 -1.3984
7 H -1.5675 0.5478 2.0134
8 H -1.5480 -1.2563 1.2563
9 H -2.4179 -0.9018 -1.0504
10 H 0.7932 -1.3150 1.3099
11 H 0.1632 -2.2916 0.0147
12 H 1.0122 -0.0778 -1.2947
13 H 2.0512 -1.5590 -0.7909
14 H 1.9454 1.1134 0.0571
15 N 0.1085 1.9185 -0.8059
16 N -0.4097 1.7910 0.6308
17 O -1.5076 -0.7849 -0.8444
18 O 2.4101 0.2653 0.4167

These are the natural (NBO) partial charges, in e, on atoms 1 to 6: 0.015, 0.069, -0.436, -0.107, 0.376, 0.375

---

b:
Molecular formula: C4H10N2O2
Method: DFT, ωB97M-V/def2-TZVPD

The HOMO energy comes out at -9.72 eV. Its HOMO-LUMO gap is 10.39 eV. The SMILES is CC(N)=O.CC(N)=O.

Geometry (Å):
1 C -2.5520 0.5358 -1.6372
2 C -1.0868 0.6121 -2.0195
3 O -0.6700 1.2984 -2.9247
4 N -0.3427 -0.3619 -1.4221
5 H 0.6556 -0.3497 -1.5537
6 H -0.6324 -1.1433 -0.8632
7 H -3.1032 0.3787 -2.5647
8 H -2.9687 1.4943 -1.3338
9 H -2.7658 -0.1357 -0.8161
10 C 1.7603 -0.7534 3.1795
11 C 1.1103 -0.5694 1.8220
12 O 0.4522 -1.4741 1.3363
13 N 1.3004 0.6273 1.2153
14 H 1.5118 0.0605 3.8617
15 H 2.8432 -0.7471 3.0688
16 H 0.8523 0.8485 0.3931
17 H 1.5685 1.4178 1.7664
18 H 1.3352 -1.6522 3.5917

These are the natural (NBO) partial charges, in e, on atoms 1 to 6: -0.726, 0.670, -0.612, -0.844, 0.391, 0.422

---

Most stable: b. Least stable: a.

---

a:
Molecular formula: C4H10O3
Method: DFT, ωB97M-V/def2-TZVPD

The HOMO energy comes out at -8.47 eV. Its HOMO-LUMO gap is 9.12 eV. The SMILES is C=C/C=C/O.O.O.

Geometry (Å):
1 C -1.5142 -0.2185 1.9270
2 C -0.5464 -0.1553 1.0394
3 C -0.4812 1.0273 0.1415
4 C -0.1520 0.8039 -1.1283
5 O -0.1319 1.9043 -1.9536
6 H -1.7709 -0.9937 2.4924
7 H -2.0796 0.7266 2.0646
8 H 0.1973 -0.8771 0.9391
9 H -0.7162 2.0316 0.4371
10 H 0.4953 0.0521 -1.6213
11 H -0.9709 2.4878 -1.7732
12 H 2.9618 -0.4875 0.8609
13 H 3.2288 0.2002 -0.5105
14 O 3.5634 -0.2934 0.2010
15 H -0.8531 -3.1730 0.4082
16 H -2.0812 -2.2510 0.1443
17 O -1.2126 -2.4185 -0.1623

These are the natural (NBO) partial charges, in e, on atoms 1 to 6: -0.419, -0.154, -0.335, 0.147, -0.704, 0.183

---

b:
Molecular formula: C4H10O3
Method: DFT, ωB97M-V/def2-TZVPD

The HOMO energy comes out at -9.04 eV. Its HOMO-LUMO gap is 8.83 eV. The SMILES is C=CC(=C)O.O.O.

Geometry (Å):
1 C -1.2855 0.6346 1.3509
2 C -0.6577 -0.5353 1.0895
3 O 0.7383 -0.5847 0.8670
4 C -1.3251 -1.7494 0.6843
5 C -2.5952 -2.0763 0.9248
6 H -0.9529 1.2992 2.1382
7 H -2.1596 0.8801 0.7610
8 H 1.2189 -0.8023 1.6761
9 H -0.8987 -2.1594 -0.2389
10 H -2.9552 -1.9930 1.9467
11 H -3.2297 -2.5991 0.2382
12 H 2.9217 2.2284 -3.2135
13 H 2.5418 2.1670 -1.7626
14 O 3.2842 2.3890 -2.3378
15 H 0.0026 0.3614 -1.8114
16 H 1.0191 0.5565 -0.6595
17 O 0.6937 0.9431 -1.4920

These are the natural (NBO) partial charges, in e, on atoms 1 to 6: -0.439, 0.250, -0.746, -0.270, -0.304, 0.211

---

c:
Molecular formula: C4H10O3
Method: DFT, ωB97M-V/def2-TZVPD

The HOMO energy comes out at -8.28 eV. Its HOMO-LUMO gap is 8.63 eV. The SMILES is C=C/C=C/O.O.O.

Geometry (Å):
1 C -2.7511 -0.0755 0.3059
2 C -1.7829 -0.8144 -0.2270
3 C -0.5550 -0.3079 -0.8179
4 C -0.4290 0.8677 -1.4443
5 O 0.7885 1.3876 -1.7721
6 H -3.6801 -0.4757 0.6882
7 H -2.7041 1.0070 0.3542
8 H -1.8212 -1.8856 -0.0576
9 H 0.3470 -0.9128 -0.7688
10 H -1.2557 1.4810 -1.7810
11 H 1.3358 1.2986 -0.9744
12 H 1.5143 0.2224 0.8950
13 H 2.9284 0.5817 1.2496
14 O 2.2957 0.6569 0.5227
15 H 0.3970 -1.3745 2.8183
16 H 1.5890 -2.3053 2.8239
17 O 1.2659 -1.4903 2.4076

These are the natural (NBO) partial charges, in e, on atoms 1 to 6: -0.404, -0.206, -0.377, 0.191, -0.702, 0.196

---

Most stable: c. Least stable: b.

---

a:
Molecular formula: C4H10O3
Method: DFT, ωB97M-V/def2-TZVPD

The HOMO energy comes out at -9.39 eV. Its HOMO-LUMO gap is 10.29 eV. The SMILES is COC[C@@H](O)CO.

Geometry (Å):
1 C -2.1880 0.4244 -0.1681
2 O -1.1332 1.3526 -0.3769
3 C 0.0032 0.8810 -1.0386
4 C 1.1963 0.2844 0.0829
5 O 0.6881 0.6649 1.3202
6 C 1.5111 -1.2510 0.2065
7 O 0.3971 -1.9745 0.6828
8 H -2.8082 0.8270 0.6400
9 H -1.7816 -0.5516 0.1146
10 H -2.7904 0.3234 -1.0784
11 H 0.1102 -0.1339 -1.3070
12 H 0.4170 1.7281 -1.5821
13 H 2.1334 0.7797 -0.2086
14 H -0.0664 1.2337 1.0660
15 H 2.3668 -1.3761 0.9061
16 H 1.8214 -1.7213 -0.7362
17 H 0.1231 -1.4907 1.4767

These are the natural (NBO) partial charges, in e, on atoms 1 to 6: -0.255, -0.550, -0.140, 0.059, -0.743, -0.104

---

b:
Molecular formula: C4H10O3
Method: DFT, ωB97M-V/def2-TZVPD

The HOMO energy comes out at -9.66 eV. Its HOMO-LUMO gap is 4.42 eV.

Geometry (Å):
1 O -0.9101 -0.1483 2.0210
2 C -0.8857 -0.4647 0.6336
3 C -0.5319 0.7873 -0.1685
4 C 0.3678 0.3751 -1.2907
5 C 1.6865 0.4198 -1.0970
6 O -1.7336 -1.6288 -1.2610
7 H -1.8177 -0.8999 0.3132
8 H -1.3496 1.3974 -0.5924
9 H 0.1471 1.3614 0.4640
10 H -0.1559 -0.1973 -2.0703
11 H -2.5177 -1.4787 -1.8461
12 H 2.2526 -0.3253 -1.6782
13 H 2.0405 0.5359 -0.0808
14 H 0.0132 0.1606 2.1706
15 H 2.0759 0.6300 2.3762
16 H -0.1619 -1.2849 0.4342
17 O 1.4805 0.7603 1.6723

These are the natural (NBO) partial charges, in e, on atoms 1 to 6: -0.618, 0.022, -0.488, -0.095, -0.328, -0.714

---

Most stable: a. Least stable: b.

---

a:
Molecular formula: C7H10S
Method: DFT, ωB97M-V/def2-TZVPD

The HOMO energy comes out at -8.57 eV. Its HOMO-LUMO gap is 9.52 eV. The SMILES is C=C1CC[C@H]2CS[C@@H]12.

Geometry (Å):
1 C 2.3604 -1.1852 0.1354
2 C 1.3226 -0.3717 -0.0014
3 C 1.2551 0.9095 -0.7826
4 C 0.4355 1.8181 0.1053
5 C -0.6106 0.9255 0.7361
6 C -1.8420 0.6032 -0.1587
7 C 0.0077 -0.5278 0.6956
8 H 3.3430 -1.0478 -0.3753
9 H 2.2958 -2.0506 0.8004
10 H 0.8060 0.6845 -1.7540
11 H 2.2646 1.3114 -0.9401
12 H 0.0585 2.6649 -0.4542
13 H 1.0235 2.2633 0.9151
14 H -0.9929 1.2371 1.7533
15 H -1.8362 1.0789 -1.1238
16 H -2.8075 0.6990 0.3114
17 H 0.0336 -1.0186 1.7572
18 S -1.3600 -1.1782 -0.3293

These are the natural (NBO) partial charges, in e, on atoms 1 to 6: -0.386, -0.003, -0.454, -0.409, -0.225, -0.483

---

b:
Molecular formula: C7H10S
Method: DFT, ωB97M-V/def2-TZVPD

The HOMO energy comes out at -8.59 eV. Its HOMO-LUMO gap is 9.53 eV. The SMILES is Cc1ccsc1.C=C.

Geometry (Å):
1 C 0.2205 2.7261 -0.4945
2 C -1.0472 3.2849 -0.3980
3 C 0.1514 1.2732 -0.5388
4 C -0.1275 -3.3310 0.2139
5 C -0.0749 -2.7570 1.4202
6 C -1.1470 0.8029 -0.4420
7 C 1.3720 0.3681 -0.4265
8 S -2.3107 2.0727 -0.2491
9 H 1.0949 3.3747 -0.4817
10 H -1.2521 4.2657 -0.4141
11 H -1.0381 -3.2747 -0.3690
12 H 0.7127 -3.9484 -0.1442
13 H 0.8965 -2.9016 1.9053
14 H -0.8299 -2.2032 2.0223
15 H -1.3357 -0.2566 -0.1810
16 H 1.6683 0.2158 -1.5465
17 H 0.8993 -0.5926 -0.0316
18 H 2.1476 0.8812 0.1554

These are the natural (NBO) partial charges, in e, on atoms 1 to 6: -0.267, -0.369, -0.041, -0.392, -0.400, -0.444

---

c:
Molecular formula: C7H10S
Method: DFT, ωB97M-V/def2-TZVPD

The HOMO energy comes out at -8.18 eV. Its HOMO-LUMO gap is 9.05 eV. The SMILES is C=C1S[C@]2(C)C[C@H]1C2.

Geometry (Å):
1 C 0.7125 -2.3221 -0.2872
2 C 0.3698 -0.8766 -0.0750
3 C 0.1540 0.0663 -1.3365
4 C -0.6957 0.9354 -0.3742
5 C -1.0681 -0.4811 0.3002
6 C 0.2105 1.4868 0.7056
7 C 0.1577 2.6582 1.3307
8 H -0.0123 -2.8851 -0.8915
9 H 1.6952 -2.4663 -0.7852
10 H 0.8309 -2.8067 0.6806
11 H -0.3920 -0.4633 -2.1234
12 H 1.0484 0.4782 -1.7915
13 H -1.3956 1.6415 -0.7299
14 H -1.4840 -0.4338 1.3755
15 H -1.8386 -1.0386 -0.2644
16 H -0.5220 3.4146 1.0591
17 H 0.8768 2.9729 2.0993
18 S 1.3526 0.1196 1.1078

These are the natural (NBO) partial charges, in e, on atoms 1 to 6: -0.627, -0.136, -0.399, -0.269, -0.399, -0.087

---

Most stable: a. Least stable: b.

---

a:
Molecular formula: H3NO3Si
Method: DFT, ωB97M-V/def2-TZVPD

The HOMO energy comes out at -9.58 eV. Its HOMO-LUMO gap is 7.70 eV.

Geometry (Å):
1 N 0.9731 0.6304 -1.3911
2 O 0.3430 -0.3477 -0.7314
3 O 0.8339 1.7363 -0.9139
4 O 1.6583 0.4482 -2.3880
5 Si -0.9166 -0.5853 1.2727
6 H -2.3864 -0.5447 1.1745
7 H -0.2562 -1.8984 1.1063
8 H -0.2491 0.5613 1.8709

These are the natural (NBO) partial charges, in e, on atoms 1 to 6: 0.721, -0.638, -0.450, -0.399, 1.174, -0.156

---

b:
Molecular formula: H3NO3Si
Method: DFT, ωB97M-V/def2-TZVPD

The HOMO energy comes out at -10.30 eV. Its HOMO-LUMO gap is 9.56 eV. The SMILES is O=[SiH2].O=NO.

Geometry (Å):
1 N 1.6398 0.3216 -0.4893
2 O 2.6267 0.9666 -0.3414
3 O 1.6939 -0.8788 0.1347
4 O -1.0910 -1.1429 0.3832
5 Si -1.6434 0.2275 0.1700
6 H 0.8041 -1.4025 0.0156
7 H -2.0241 0.8090 -1.0564
8 H -2.0060 1.0994 1.1837

These are the natural (NBO) partial charges, in e, on atoms 1 to 6: 0.312, -0.298, -0.545, -1.194, 1.697, 0.532

---

Most stable: b. Least stable: a.

---

a:
Molecular formula: C3H11O2S
Method: DFT, ωB97M-V/def2-TZVPD

The HOMO energy comes out at -4.46 eV. Its HOMO-LUMO gap is 7.33 eV. The total charge is -1.

Geometry (Å):
1 C -1.0473 -1.1116 0.0785
2 C -0.5428 0.2439 0.4953
3 C -0.6065 0.5645 1.9415
4 S 0.5688 -0.4879 2.8055
5 H -0.4094 -1.8534 0.5468
6 H -2.0722 -1.2697 0.3773
7 H -0.9397 -1.2409 -0.9909
8 H -0.8825 1.0460 -0.1602
9 H 0.6358 0.1516 0.3589
10 H -0.3745 1.6226 2.1104
11 H -1.6365 0.4136 2.2678
12 H 1.4203 0.0257 0.7077
13 H 1.8725 -1.1662 -2.3430
14 O 0.9937 -0.8326 -2.1517
15 H 1.0659 2.0025 -2.5005
16 H 1.0155 0.3546 -1.8823
17 O 0.9388 1.5372 -1.6613

These are the natural (NBO) partial charges, in e, on atoms 1 to 6: -0.662, -0.102, -0.591, -0.383, 0.232, 0.200

---

b:
Molecular formula: C3H11O2S
Method: DFT, ωB97M-V/def2-TZVPD

The HOMO energy comes out at -2.74 eV. Its HOMO-LUMO gap is 6.67 eV. The total charge is -1.

Geometry (Å):
1 C 0.4086 -0.0161 -2.1994
2 C 0.1645 -1.0903 -1.1460
3 C 1.3354 -1.2487 -0.2016
4 S 1.4782 0.0675 1.0671
5 H 1.2141 -0.2648 -2.8891
6 H -0.4773 0.1917 -2.8054
7 H 0.7667 0.8930 -1.7226
8 H -0.1684 -2.0145 -1.6244
9 H -0.6958 -0.7472 -0.5520
10 H 1.2682 -2.1914 0.3449
11 H 2.2674 -1.3017 -0.7679
12 H -3.2010 0.0539 1.5803
13 H -2.4657 0.5910 0.3906
14 O -3.0511 -0.1430 0.6501
15 H -0.3582 1.5263 1.1125
16 H -0.7355 2.0463 -0.2233
17 O -1.0787 2.0438 0.6790

These are the natural (NBO) partial charges, in e, on atoms 1 to 6: -0.613, -0.420, -0.512, -0.729, 0.182, 0.186

---

Most stable: b. Least stable: a.

---

a:
Molecular formula: C5H14N2
Method: DFT, ωB97M-V/def2-TZVPD

The HOMO energy (alpha / beta) comes out at -0.29 / -1.84 eV. Its HOMO-LUMO gap (alpha / beta) is 4.60 / 6.03 eV. As for the spin multiplicity: 2. The total charge is -1. The expectation value of S² is 0.75.

Geometry (Å):
1 C 0.3471 -3.9869 0.1564
2 N 0.5775 -0.5797 0.0213
3 C -1.1520 0.6024 -2.0217
4 C -0.5808 1.5027 -0.9408
5 C -0.0085 0.6902 0.2135
6 C 0.1123 1.3746 1.5412
7 N 0.8758 2.6612 1.4850
8 H 0.6431 -4.4750 -0.7728
9 H 0.4024 -2.9020 0.0235
10 H 0.9935 -4.3380 0.9599
11 H -0.6846 -4.2429 0.4055
12 H -1.9761 0.0178 -1.6063
13 H -1.5791 1.1431 -2.8794
14 H -0.3859 -0.0683 -2.4022
15 H -1.3574 2.1740 -0.5486
16 H 0.2050 2.1666 -1.3522
17 H 1.2722 0.2530 -0.1606
18 H 0.5524 0.6803 2.2572
19 H -0.8925 1.6661 1.9229
20 H 0.7652 3.1990 2.3396
21 H 1.8704 2.4620 1.3590

These are the natural (NBO) partial charges, in e, on atoms 1 to 6: -0.871, -1.039, -0.602, -0.463, 0.043, -0.283

---

b:
Molecular formula: C5H14N2
Method: DFT, ωB97M-V/def2-TZVPD

The HOMO energy (alpha / beta) comes out at 1.42 / -5.21 eV. Its HOMO-LUMO gap (alpha / beta) is 2.66 / 9.35 eV. As for the spin multiplicity: 2. The total charge is -1. The expectation value of S² is 0.75.

Geometry (Å):
1 C -1.6195 2.1357 0.5750
2 N -0.2513 1.7048 0.4277
3 C -0.0712 0.3885 -0.1700
4 C 1.0389 -0.3825 0.5671
5 C 1.0627 -1.8637 0.1661
6 N 0.3899 -2.7377 1.1616
7 C 0.2365 0.4398 -1.7009
8 H -2.0974 2.4639 -0.3468
9 H -2.2176 1.3590 1.0521
10 H -1.6959 3.0121 1.2264
11 H 0.2656 2.3524 -0.1437
12 H -0.9803 -0.1997 -0.1220
13 H 2.0019 0.0743 0.3589
14 H 0.7570 -0.3526 1.6231
15 H 0.6267 -1.9816 -0.8093
16 H 2.0836 -2.2473 0.0466
17 H -0.2081 -3.3927 0.6658
18 H -0.2688 -2.1655 1.6835
19 H -0.0677 1.4104 -2.1063
20 H -0.2836 -0.3600 -2.2376
21 H 1.2987 0.3423 -1.9174

These are the natural (NBO) partial charges, in e, on atoms 1 to 6: -0.550, -0.650, -0.142, -0.425, -0.289, -0.853

---

c:
Molecular formula: C5H14N2
Method: DFT, ωB97M-V/def2-TZVPD

The HOMO energy (alpha / beta) comes out at 1.39 / -4.83 eV. Its HOMO-LUMO gap (alpha / beta) is 2.73 / 8.99 eV. As for the spin multiplicity: 2. The total charge is -1. The expectation value of S² is 0.75.

Geometry (Å):
1 C -1.1465 -0.0032 -1.5627
2 N -0.9471 0.6084 -0.2544
3 C -2.1029 0.5083 0.6171
4 C 0.3430 -1.2335 0.9293
5 C 0.3063 0.2179 0.4163
6 C 1.4665 0.4864 -0.5377
7 N 2.8033 0.5277 0.0903
8 H -0.5369 0.4985 -2.3002
9 H -0.9249 -1.0811 -1.5846
10 H -2.1938 0.0350 -1.8122
11 H -2.0733 1.3053 1.3755
12 H -3.0028 0.6708 0.0252
13 H -2.1816 -0.4238 1.1794
14 H -0.3118 -1.4057 1.7785
15 H 0.1485 -1.8734 0.0680
16 H 1.3560 -1.4597 1.2436
17 H 0.3866 0.8946 1.2720
18 H 1.2877 1.4618 -0.9969
19 H 1.5282 -0.3168 -1.2765
20 H 2.7511 1.0092 0.9864
21 H 3.0445 -0.4266 0.3435

These are the natural (NBO) partial charges, in e, on atoms 1 to 6: -0.492, -0.464, -0.521, -1.128, -0.135, -0.276

---

d:
Molecular formula: C5H14N2
Method: DFT, ωB97M-V/def2-TZVPD

The HOMO energy (alpha / beta) comes out at 1.49 / -4.60 eV. Its HOMO-LUMO gap (alpha / beta) is 2.62 / 8.53 eV. As for the spin multiplicity: 2. The total charge is -1. The expectation value of S² is 0.75.

Geometry (Å):
1 N -2.7841 1.1900 0.4839
2 C -2.1199 0.2760 -0.5174
3 C -1.2985 -0.7773 0.2185
4 N -0.0233 -0.2661 0.7841
5 C 2.0374 -1.2792 -0.0342
6 C 0.9929 -0.1113 -0.2687
7 C 1.7128 1.1243 -0.2054
8 H -2.4674 1.0764 1.4650
9 H -2.7808 2.2085 0.2521
10 H -2.7382 -0.1878 -1.2691
11 H -1.5034 0.9208 -1.2297
12 H -0.8774 -1.6957 -0.4077
13 H -1.8372 -1.1819 0.9884
14 H 0.1924 -0.5372 1.7385
15 H 1.6208 -2.1739 -0.4751
16 H 2.9336 -1.0731 -0.6101
17 H 2.4011 -1.4355 0.9106
18 H 0.7134 -0.3964 -1.1985
19 H 1.0917 1.9160 -0.4242
20 H 2.1612 1.2339 0.7264
21 H 2.5729 1.1696 -0.9273

These are the natural (NBO) partial charges, in e, on atoms 1 to 6: -0.892, -0.257, -0.407, -0.696, -1.010, -0.144

---

Most stable: c. Least stable: a.